Entry 1:
DFT (ωB97M-V/def2-TZVPD) results for a molecular structure, C8H32BrN16O8Y.

Charge   +2
Energy above the lowest of the compared OMol25 structures with the same formula, charge and spin   5.120 eV
Maximum force   7.4 eV Å⁻¹
HOMO-LUMO gap   7.5 eV
E_HOMO   -11.9784 eV

Structure (XYZ):
```
66
Properties=species:S:1:pos:R:3:forces:R:3:mulliken_charge:R:1
Y 0.24737 0.46450 -0.51949 -0.136 -0.266 -0.862 1.826
Br 2.26980 1.74942 -2.24966 -0.269 -0.120 0.329 -0.650
C 2.64837 1.93327 1.73328 0.578 -3.251 2.307 0.422
O 1.77818 1.45517 1.02427 -0.244 0.174 -0.439 -0.112
N 2.85553 3.17930 2.02141 -0.437 3.754 -0.585 -0.354
N 3.45326 1.16772 2.57636 0.187 -0.559 -0.449 -0.407
H 2.23844 3.86558 1.61116 0.370 0.101 -0.171 0.221
H 3.54188 3.48350 2.69704 -0.325 -0.051 -0.282 0.165
H 4.22095 1.63884 3.03333 -0.169 -0.470 0.007 0.157
H 3.31494 0.18651 2.77176 -0.005 0.325 -0.508 0.193
C -3.21562 -0.01298 0.53537 4.097 -0.262 0.585 0.482
O -2.10110 0.43385 0.28110 0.032 1.238 -0.769 -0.378
N -3.93174 -0.75569 -0.21010 -3.220 -3.124 -5.077 -0.364
N -3.64393 -0.05483 1.75080 -0.951 0.912 4.967 -0.471
H -3.75128 -0.87465 -1.19670 0.343 0.216 0.274 0.194
H -4.46019 -1.52426 0.17736 -0.116 0.436 -0.025 0.202
H -3.02348 0.32601 2.45087 -0.450 -0.231 -0.019 0.151
H -4.46878 -0.56849 2.02627 0.155 0.460 0.083 0.184
C -1.86840 2.05949 -3.15782 1.444 -2.373 0.893 0.370
O -1.17573 1.40265 -2.34637 -1.033 1.036 -0.494 -0.329
N -3.11121 2.48060 -2.94375 -1.561 0.532 0.963 -0.429
N -1.50147 2.23348 -4.41957 1.140 0.421 -1.522 -0.429
H -3.64595 2.00219 -2.23293 0.042 0.439 -0.078 0.206
H -3.58048 2.89339 -3.73715 -0.359 -0.163 0.515 0.175
H -2.11267 2.72866 -5.05305 0.503 -0.129 -0.048 0.154
H -0.55611 2.01055 -4.69654 -0.095 0.211 0.092 0.263
C -0.51334 3.44586 0.86279 0.909 -0.650 -4.792 0.324
O -0.62698 2.52618 0.05583 0.153 -0.635 0.077 -0.192
N -0.09437 4.62648 0.52921 1.340 3.539 -1.896 -0.451
N -0.73446 3.44304 2.09458 -2.104 -2.426 6.652 -0.316
H 0.13623 4.83259 -0.43227 -0.150 0.210 0.181 0.259
H -0.36433 5.32990 1.20182 0.491 0.684 -1.045 0.153
H -0.66791 4.29715 2.62953 -0.198 -0.735 0.345 0.176
H -1.14860 2.58971 2.44160 0.036 0.471 0.496 0.160
C 0.08540 -1.56723 -3.44990 -0.681 1.730 3.391 0.385
O 0.22591 -0.77456 -2.50361 0.050 -0.483 -1.166 -0.267
N -1.04207 -2.12162 -3.78726 -4.856 -0.976 -0.964 -0.377
N 1.03727 -2.13333 -4.09203 5.578 -1.026 -2.002 -0.437
H -1.08950 -2.67644 -4.62989 -0.017 0.106 0.198 0.185
H -1.94286 -1.75781 -3.51101 0.437 0.200 0.204 0.207
H 0.94947 -2.73463 -4.89877 -0.264 0.243 0.267 0.171
H 1.98060 -1.82579 -3.90322 -0.136 0.082 -0.057 0.240
C 3.10806 -1.60302 -0.26970 -0.734 -1.077 1.508 0.485
O 2.02725 -1.07639 -0.36615 -1.654 1.087 -0.660 -0.355
N 3.32925 -2.51922 0.68066 0.864 -1.016 1.487 -0.438
N 4.15724 -1.47316 -1.02794 1.560 1.346 -2.755 -0.398
H 4.32607 -2.62247 0.80637 -0.428 -0.913 0.953 0.191
H 2.65296 -2.73382 1.39947 0.489 0.258 -0.304 0.095
H 5.07100 -1.83817 -0.80012 -0.363 0.031 -0.285 0.165
H 4.01586 -0.98373 -1.90005 0.390 0.436 0.196 0.237
C 0.11939 -0.73079 3.06315 0.197 1.006 -0.468 0.232
O 0.04721 -0.41250 1.92269 -0.511 0.753 -4.010 -0.040
N -0.44751 -0.05588 4.00132 -3.255 3.673 3.817 -0.378
N 0.77620 -1.73270 3.51018 3.437 -4.776 1.685 -0.356
H -0.34068 -0.15590 5.00066 0.173 -0.433 -0.298 0.185
H -1.09020 0.68821 3.77033 0.425 -0.175 -0.193 0.170
H 0.97481 -1.81297 4.49719 -0.132 -0.186 -0.199 0.210
H 1.36693 -2.29639 2.91570 -0.336 0.352 0.035 0.099
C -0.74796 -3.01665 0.14491 -0.278 5.382 -1.331 0.288
O -0.63767 -1.86820 -0.28401 0.406 0.806 -0.103 0.021
N -0.37747 -4.04044 -0.49387 2.215 -4.534 -3.716 -0.420
N -1.35606 -3.31987 1.22495 -2.266 -1.163 4.277 -0.369
H -0.79041 -4.92290 -0.22769 0.652 -0.157 -0.714 0.172
H 0.08955 -3.90698 -1.37942 -0.287 -0.332 0.052 0.209
H -1.38490 -4.32541 1.31519 -0.506 0.473 1.613 0.151
H -1.49995 -2.64394 1.96150 -0.165 -0.433 -0.165 0.184
```
Positions in Å, forces in eV/Å.


Entry 2:
DFT (ωB97M-V/def2-TZVPD) results for 13 unconnected molecules or ions with the total composition C6H37NO13.

Energy above the lowest of the compared OMol25 structures with the same formula, charge and spin   2.118 eV
Maximum force   3.0 eV Å⁻¹
HOMO-LUMO gap   9.9 eV
E_HOMO   -9.6011 eV

Structure (XYZ):
```
57
Properties=species:S:1:pos:R:3:forces:R:3:mulliken_charge:R:1
C -2.82320 -0.51312 -0.43863 2.175 -0.276 -0.884 -0.388
N -2.03980 -0.50937 0.83019 -1.087 -1.073 -0.652 0.368
C -1.93306 -1.83294 1.46356 -1.728 0.906 1.420 -0.441
O -1.63253 -1.55915 2.83438 0.394 -0.640 0.543 -0.641
C -2.66913 0.80711 -1.18679 0.562 -0.615 -0.142 -0.964
C -1.41637 0.86407 -2.10119 -1.876 -0.448 -2.032 -0.346
C -0.14701 1.08089 -1.37556 0.392 0.045 -0.189 0.678
C 0.09796 2.11774 -0.58877 -0.925 0.636 -0.195 -0.593
H -3.83015 -0.72613 -0.24584 -1.584 -0.067 0.799 0.665
H -2.54224 -1.35877 -1.11960 0.068 0.654 0.466 0.222
H -1.13218 -0.06504 0.76114 0.183 -0.031 -0.272 -0.345
H -1.09557 -2.45494 1.16205 -0.184 -0.094 -0.339 0.195
H -2.93614 -2.39584 1.43352 1.667 0.860 -0.509 0.363
H -2.32279 -1.04630 3.26325 -0.182 0.001 -0.280 0.274
H -2.66194 1.61349 -0.47532 0.181 0.509 0.382 0.223
H -3.55703 0.97517 -1.76176 -0.502 -0.042 -0.592 0.426
H -1.60800 1.70719 -2.85210 0.448 -1.040 0.905 0.470
H -1.38077 -0.10996 -2.75378 0.037 1.830 1.237 0.138
H 0.58662 0.33204 -1.63083 0.545 0.098 0.388 -0.312
H 0.99273 2.33733 -0.07698 1.071 -0.366 0.201 0.372
H -0.62159 2.91696 -0.40058 -0.231 -0.450 -0.275 0.010
H 2.79419 -1.64619 0.39971 -0.199 -1.164 -0.628 0.399
H 2.18485 -0.82520 1.55755 -0.124 -0.215 0.046 0.480
O 2.95263 -0.89243 0.94478 0.223 1.347 0.855 -0.877
H -2.94411 0.98251 1.69153 0.330 -0.952 -0.215 0.494
H -3.61744 1.63520 2.92736 -0.049 -0.038 0.079 0.280
O -3.32403 1.80225 2.02874 -0.309 0.688 0.190 -0.752
H -0.30686 -1.58578 -0.85104 -0.201 0.601 0.346 0.155
H 0.73556 -2.63620 -1.17099 0.314 -0.225 -0.004 0.445
O -0.16600 -2.35202 -1.40180 -0.250 -0.376 0.065 -0.735
H 1.53630 2.34589 1.82294 0.341 0.111 -0.350 0.306
H 0.15415 2.68052 2.38801 -1.598 1.287 -0.533 0.400
O 0.94022 2.20267 2.55416 1.628 -1.253 1.102 -0.787
H 2.28372 2.77604 -2.22677 2.048 -1.181 0.472 0.354
H 3.14063 2.20148 -1.03810 0.029 0.007 -0.056 0.420
O 3.15565 2.29254 -2.01214 -2.067 1.414 -0.884 -0.803
H 1.67918 -0.84759 -3.07287 1.336 0.456 0.914 0.319
H 0.35752 -1.62492 -2.88850 0.711 0.501 -0.734 0.415
O 0.92554 -1.14261 -3.53744 -2.217 -1.004 -1.030 -0.767
H 2.92116 -3.52724 -1.10754 0.463 -0.805 -0.129 0.226
H 2.76066 -2.08474 -1.65514 -0.106 -0.337 0.120 0.472
O 2.44442 -2.72178 -0.97171 -0.136 0.753 -0.349 -0.763
H 3.00291 0.80228 0.72994 0.091 -1.346 0.197 0.424
H 3.89445 1.98172 1.05091 2.519 0.702 1.536 0.259
O 3.14093 1.73842 0.59656 -2.374 0.752 -1.380 -0.660
H 0.79797 0.47058 2.63705 -0.270 1.193 0.252 0.391
H -0.03933 -0.85511 2.71256 -1.278 -0.446 0.632 0.354
O 0.78623 -0.46927 2.47272 1.764 -0.739 -0.853 -0.730
H 3.11207 0.56181 -2.47239 0.098 -0.218 0.341 0.470
H 3.10667 -0.22612 -1.13476 0.003 -0.047 -1.403 0.213
O 3.07673 -0.36380 -2.12503 0.408 0.340 1.534 -0.824
H -1.50579 -3.34764 -0.90385 0.469 0.099 -0.313 0.402
H -2.45931 -4.51860 -1.00342 -0.350 -1.444 -0.926 0.310
O -2.29148 -3.74282 -0.51741 -0.394 0.815 1.035 -0.611
H -2.02751 2.86412 1.98479 0.622 1.277 -0.244 0.427
H -1.55559 4.28137 1.35597 -0.088 -0.437 0.301 0.290
O -1.29252 3.56294 1.94881 -0.813 -0.511 0.035 -0.766
```
Positions in Å, forces in eV/Å.


Entry 3:
DFT (ωB97M-V/def2-TZVPD) results for a single C3H5NS2 molecule.

Energy above the lowest of the compared OMol25 structures with the same formula, charge and spin   1.879 eV
SMILES   C/C(C=S)=N\S
Maximum force   3.1 eV Å⁻¹
HOMO-LUMO gap   8.0 eV
E_HOMO   -8.9776 eV

Structure (XYZ):
```
11
Properties=species:S:1:pos:R:3:forces:R:3:mulliken_charge:R:1
C -0.04801 1.58606 0.00105 1.761 0.260 -1.200 -1.049
C -0.00705 0.04664 0.04540 -0.054 0.113 -0.284 0.812
C 1.28503 -0.76551 0.09701 0.279 2.141 -0.933 -0.383
H 0.29832 2.04575 0.93626 0.027 -0.301 -0.130 0.286
H 0.72734 2.01437 -0.84008 -2.181 -1.158 1.937 0.250
H -1.09628 1.91418 -0.14079 0.759 -0.075 -0.317 0.364
H 1.20588 -1.83119 0.04575 -0.531 -0.527 0.259 0.374
H -3.29223 -1.24947 -0.19450 0.358 -0.189 0.000 0.167
N -1.05447 -0.68966 -0.05812 -0.027 -0.538 0.531 -0.466
S 2.77542 -0.10668 -0.02748 -0.917 -0.264 0.322 -0.199
S -2.64052 -0.09765 0.01119 0.526 0.540 -0.187 -0.156
```
Positions in Å, forces in eV/Å.